[1]
A molecular structure, H18O9 at a distorted geometry, computed with the ωB97M-V functional and the def2-TZVPD basis.

As for the HOMO-LUMO gap: 8.62 eV. Its LUMO energy is -0.70 eV. The value obtained for the energy above the lowest of the compared OMol25 structures with the same formula, charge and spin is 950.5 kJ/mol.

```
27
H18O9 (the ωB97M-V functional and the def2-TZVPD basis)
O -1.56 -1.08 0.26
O 0.68 0.46 -2.75
H -0.01 0.14 -0.49
H -1.28 1.76 1.75
O -0.67 -0.90 -1.96
O 1.32 -1.98 -0.04
H -1.26 -0.68 -1.24
O -0.67 1.20 2.25
H 3.00 -0.32 0.97
H -0.66 -1.86 -1.97
H -2.64 -0.25 2.28
H -2.40 -0.86 -0.14
H 0.06 -0.22 -2.48
H -0.25 0.50 0.96
H 1.02 -2.80 0.33
H 1.76 0.27 0.33
H 1.53 0.15 -2.42
H -1.62 -0.76 1.15
O 2.70 0.13 0.18
H 0.63 1.54 -1.86
O 0.44 0.25 0.35
H -1.18 0.15 2.25
O -1.76 -0.62 2.23
O 0.54 2.44 -1.56
H 0.98 -1.31 0.56
H 1.42 2.81 -1.63
H -0.10 1.82 2.70
```

natural (NBO) population analysis, charges in e, atoms 1 to 2: -0.9919, -0.9612


[2]
7 unconnected molecules or ions with the total composition C52H93BF5NO22PS at a distorted geometry, computed with the ωB97M-V functional and the def2-TZVPD basis.

As for the HOMO-LUMO gap: 7.47 eV. Its LUMO energy is -3.98 eV. Its total charge is +1.

```
176
C52H93BF5NO22PS (the ωB97M-V functional and the def2-TZVPD basis)
O -3.48 1.49 -3.14
C 0.37 -1.84 -0.63
O 6.36 -2.58 1.41
C -3.68 2.22 3.33
H -5.99 -0.26 1.54
C -5.44 1.11 -0.18
C 8.35 3.19 -5.05
F -2.92 -2.40 3.71
H 7.93 -3.44 -2.38
C -3.83 -4.79 11.21
C -3.54 -2.99 6.36
H 5.21 2.30 2.14
H 2.78 1.75 -1.79
C -3.91 -1.72 3.00
H -3.26 0.79 1.65
C 8.26 -0.64 -1.56
C -4.54 2.42 -3.46
H 0.15 -2.88 -0.23
C 1.50 -2.05 -1.73
H -4.97 2.19 -4.47
C 1.78 1.30 0.10
C -3.58 0.90 2.71
H -2.28 -4.53 -0.72
H -1.91 1.43 -6.84
C 7.41 -3.13 0.78
H 8.78 -5.71 -1.99
O -3.79 -4.52 1.85
O -7.38 -3.74 -6.01
H -1.56 -2.97 1.38
H -4.59 -3.09 6.05
H 6.41 -3.59 3.23
O -5.73 -5.02 -6.88
H -4.65 1.32 6.59
H -6.11 -3.89 -4.38
C -2.20 2.01 -5.97
O -0.94 4.01 -7.17
S -3.80 -3.57 -2.80
C -4.37 1.28 5.52
H 2.35 0.80 0.94
H 9.13 5.43 6.43
H -6.08 1.85 0.39
C 8.10 3.55 -3.60
H -0.98 -3.61 -2.36
C 8.14 -3.75 -1.36
H -2.79 3.09 -1.88
C -3.36 3.47 2.46
O 7.54 0.54 -1.92
C -2.26 6.15 -8.12
C 8.28 1.47 -2.53
H 8.33 -5.62 -0.28
C 3.27 3.34 0.78
H -4.58 -0.91 5.53
H -5.52 0.34 -2.31
C 2.89 -1.73 -1.01
H -8.38 -6.37 -9.11
C -7.36 -7.58 -7.66
C 3.41 -0.27 -1.29
C -5.96 1.14 -1.66
H -6.51 -7.52 -6.98
H 2.76 -1.93 0.08
H -6.16 -3.11 0.83
O 9.47 1.41 -2.73
H 9.30 5.76 8.93
H 0.69 1.05 0.24
H -4.27 -5.27 12.08
H -6.66 -6.01 -9.00
H -7.07 0.99 -1.72
H -6.56 2.96 -2.79
O -2.92 5.10 -7.40
C 8.65 4.75 7.14
C -2.15 -2.10 0.99
H -2.77 -4.61 11.40
H 1.69 3.37 -0.80
C 6.64 5.09 5.98
C -6.41 -3.17 -5.14
O 7.47 2.48 -2.89
C 2.31 0.85 -1.32
O 6.84 6.27 5.87
H 7.61 -1.26 -0.96
O 8.41 -3.54 1.30
H -0.95 -0.02 -1.01
H -1.33 2.26 -5.37
O 7.45 4.21 6.58
C -2.56 2.04 -2.20
C -3.92 -0.25 3.50
H 9.06 2.37 -5.13
H -2.90 -4.72 1.50
P -2.22 -3.45 -1.67
H 3.80 4.64 4.51
H 4.00 -0.28 -2.24
C -2.13 4.10 -7.00
O -4.86 -4.20 8.31
H 7.08 -5.63 -1.51
C 4.21 2.20 2.63
O -5.41 -3.51 0.34
C 8.08 -5.27 -1.29
H -3.89 -5.49 10.37
H -1.51 2.04 -2.60
C -4.14 -3.27 8.59
H 9.32 3.91 7.30
H -6.28 -0.89 -0.16
C -7.55 -6.27 -8.41
H -1.57 6.58 -10.12
C 4.56 5.28 4.96
O 5.56 4.43 5.54
H 3.63 -2.49 -1.37
H 7.42 -2.11 3.15
O -3.44 -2.54 7.71
O 3.28 3.21 2.20
C -3.56 -1.05 -0.60
H 9.15 -0.40 -0.98
H 4.09 5.89 5.73
B -4.31 -3.39 1.20
H -3.06 -2.26 5.73
H 7.73 6.31 8.33
H 7.85 4.76 9.14
C 8.37 5.44 8.46
C -4.05 2.44 4.70
H -2.93 7.00 -8.11
O 7.13 -3.16 -0.53
H 8.74 4.05 -5.60
H 1.42 0.61 -1.96
O -2.90 3.19 -6.38
H 8.53 -1.19 -2.46
H -4.05 3.44 -3.57
H -1.28 4.91 -9.60
H -2.55 1.41 -1.27
F -3.16 4.60 3.19
O -3.89 -2.80 9.81
H 4.38 2.30 3.73
H 1.07 3.23 0.90
H -6.88 -2.32 -4.63
N -4.28 -1.05 0.47
H 4.98 5.91 4.18
C -5.62 2.55 -2.33
H -8.24 -7.80 -7.06
H -4.50 -2.83 11.75
C -4.31 -0.03 4.91
H 1.53 -3.12 -2.07
H 0.75 -1.21 0.21
H -1.34 6.45 -7.61
H 3.78 1.18 2.47
C -4.54 -3.49 10.89
F -2.35 3.24 1.57
H 9.02 3.86 -3.10
H 7.42 4.40 -3.55
H -2.88 1.42 -5.36
C 6.49 -2.57 2.84
H -7.19 -8.40 -8.36
C -3.61 -1.90 1.48
H -5.54 -2.80 -5.69
H 5.66 -1.98 3.24
H -2.90 5.41 -10.04
H -4.13 3.44 5.16
H -3.02 -3.95 6.25
C -1.98 5.74 -9.56
H 9.13 -3.37 -1.11
H -5.23 3.22 -1.52
H -5.60 -3.66 10.66
H 4.09 -0.01 -0.43
H 3.41 4.41 0.48
H 1.33 -1.41 -2.63
H -4.39 1.51 -0.15
H -3.74 -0.54 -1.57
H 4.07 2.74 0.27
F -5.15 -2.28 3.37
C -6.88 -4.69 -6.82
C -5.57 -0.32 0.50
H -1.55 -1.19 1.29
C -2.21 -1.88 -0.60
C 1.87 2.88 0.19
F -4.50 3.71 1.70
C -0.92 -1.12 -1.19
H -0.95 -1.35 -2.30
H 7.42 2.86 -5.52
O -7.89 -5.21 -7.52
```

Mulliken population analysis, charges in e, atoms 1 to 2: -0.1456, -0.1805


[3]
A single C2H3NOS2 molecule at a distorted geometry, computed with the ωB97M-V functional and the def2-TZVPD basis.

As for the HOMO-LUMO gap: 8.13 eV. Its LUMO energy is -0.46 eV. The value obtained for the energy above the lowest of the compared OMol25 structures with the same formula, charge and spin is 266.7 kJ/mol. Its SMILES is S=CNOC=S.

```
9
C2H3NOS2 (the ωB97M-V functional and the def2-TZVPD basis)
H 1.63 -2.10 -0.03
N -0.27 0.46 0.07
C -1.53 0.76 -0.01
O 0.13 -0.86 0.04
C 1.44 -1.02 -0.02
H -1.68 1.87 -0.08
S 2.53 0.18 -0.01
S -2.71 -0.39 -0.01
H 0.48 1.10 0.06
```

natural (NBO) population analysis, charges in e, atoms 1 to 2: 0.2160, -0.2948


[4]
A molecular structure, C5H7N3 at a distorted geometry, computed with the ωB97M-V functional and the def2-TZVPD basis.

As for the HOMO-LUMO gap: 8.34 eV. Its LUMO energy is 0.59 eV. The value obtained for the energy above the lowest of the compared OMol25 structures with the same formula, charge and spin is 772.4 kJ/mol.

```
15
C5H7N3 (the ωB97M-V functional and the def2-TZVPD basis)
C -0.66 0.41 1.61
H -1.91 1.56 -1.35
H 2.41 -1.66 -0.25
H 1.49 -0.60 -2.32
N 0.70 -0.81 -1.35
N -1.32 0.76 -1.98
C -0.17 0.44 0.17
H -1.58 -0.47 1.49
N 0.66 -0.26 2.09
C -0.30 0.14 -1.12
H -0.87 1.46 2.34
C 1.42 -1.25 -0.37
H 1.36 0.41 2.46
C 0.98 -0.22 0.57
H -2.23 0.09 -1.98
```

natural (NBO) population analysis, charges in e, atoms 1 to 2: -0.2248, 0.3790


[5]
A molecular structure, C19H35Br3NO15S2 at a distorted geometry, computed with the ωB97M-V functional and the def2-TZVPD basis.

As for the HOMO-LUMO gap: 5.48 eV. Its LUMO energy is 1.68 eV. Its total charge is -1. The value obtained for the energy above the lowest of the compared OMol25 structures with the same formula, charge and spin is 379.8 kJ/mol.

```
75
C19H35Br3NO15S2 (the ωB97M-V functional and the def2-TZVPD basis)
H 13.56 -2.28 10.09
Br 23.44 -3.30 21.32
C 15.09 -8.73 10.21
H 16.42 -1.72 9.86
H 29.27 -1.49 16.39
C 22.01 -1.97 21.22
H 14.02 -3.46 17.92
H 26.51 2.44 12.48
S 15.39 -7.30 19.07
O 15.81 -7.71 12.07
O 27.54 -3.90 16.34
H 22.12 2.58 12.00
S 24.37 2.38 13.71
H 16.91 -9.85 10.59
H 13.05 -4.13 16.62
C 13.73 -0.42 11.18
O 19.91 -2.23 13.65
N 19.82 -2.43 14.84
C 14.11 -5.63 17.66
H 25.14 3.07 11.50
C 22.16 3.51 12.56
H 31.26 -2.24 18.24
H 21.71 -1.95 20.17
C 30.62 -4.28 17.86
O 29.40 -4.73 17.24
H 13.35 -6.36 17.36
H 31.48 -4.81 17.45
C 28.63 -3.63 16.82
H 25.85 4.10 12.72
H 22.14 4.23 11.74
H 20.01 3.75 13.06
H 14.78 -9.57 12.15
O 23.84 1.19 13.12
O 14.44 0.61 10.80
H 14.76 -7.83 9.69
H 31.34 -2.68 16.56
C 21.01 3.73 13.51
H 14.76 -2.27 11.44
O 15.59 -7.53 20.50
Br 20.58 -2.59 22.44
H 15.86 0.95 9.38
Br 22.79 -0.25 21.83
C 29.31 -2.29 17.12
H 28.84 -1.81 17.98
H 21.10 4.58 14.17
H 15.15 -1.22 8.70
H 17.22 -8.54 9.41
H 13.68 -8.24 11.75
O 18.09 -7.46 11.60
O 23.22 3.64 13.50
O 24.98 2.45 15.05
C 15.48 -1.17 9.74
C 30.75 -2.82 17.46
C 14.32 -1.70 10.62
H 16.69 -6.09 17.62
H 16.34 0.21 11.05
O 12.75 -0.21 11.84
C 16.62 -8.85 10.27
C 17.00 -6.73 18.44
O 14.60 -5.93 18.97
H 12.60 -4.33 18.38
O 20.68 -3.11 15.35
H 14.89 -5.55 16.90
H 20.97 2.85 14.15
H 17.57 -6.05 19.08
H 17.66 -7.53 18.11
C 15.65 0.27 10.21
C 13.40 -4.31 17.63
C 14.70 -8.62 11.63
C 16.97 -7.92 11.37
O 18.84 -2.12 15.48
C 25.61 3.06 12.49
O 14.90 -8.36 18.14
H 30.68 -4.43 18.94
H 14.61 -9.59 9.74
```

Mulliken population analysis, charges in e, atoms 1 to 2: 0.2843, -0.0172


[6]
3 unconnected molecules or ions with the total composition C39H36BFN4O5 at a distorted geometry, computed with the ωB97M-V functional and the def2-TZVPD basis.

As for the HOMO-LUMO gap: 7.24 eV. Its LUMO energy is -1.21 eV. Its SMILES is CCN[C@](C#N)(C[C@H](C)F)[C@H](C#N)B(O)N(C)C.O=C1c2ccccc2C(=O)c2ccccc21.O=C1c2ccccc2C(=O)c2ccccc21.

```
86
C39H36BFN4O5 (the ωB97M-V functional and the def2-TZVPD basis)
H 2.55 -2.54 -1.14
O 5.51 3.11 1.62
H -3.06 0.06 -0.99
C 3.27 4.29 2.80
C -4.08 -6.63 -1.36
H 2.55 0.52 -0.91
H -3.96 -4.48 -1.34
H 0.27 2.97 -3.02
C -0.89 -0.26 -3.80
H 1.56 6.64 4.57
H -7.74 -1.49 -0.08
H 10.24 4.16 1.31
H 4.85 -1.00 -1.70
C -9.73 -2.18 0.36
C 6.06 6.75 3.44
H -1.45 -2.21 1.42
H 5.03 -2.00 -0.01
C 5.68 4.18 2.18
C 8.11 4.11 1.69
H 2.51 -1.64 0.51
C 0.82 2.23 -2.25
H -3.14 -1.00 0.57
H 1.41 1.21 -4.33
C -6.78 -6.28 -0.69
C -0.70 -1.53 0.82
C -10.58 -3.29 0.45
C -10.08 -4.57 0.20
H 2.19 4.06 -2.20
C -4.61 -5.34 -1.20
C 0.19 -1.18 -2.94
H 10.55 6.41 2.30
C -8.21 -6.11 -0.36
H 1.36 3.77 -0.54
N -1.43 0.70 -4.48
N 1.97 -0.34 -1.14
C -8.73 -4.75 -0.14
H 2.79 1.46 -3.07
C 4.73 6.11 3.44
C 9.56 5.96 2.28
H 1.21 4.46 3.42
C 4.44 -1.18 -0.61
H -0.49 -0.56 1.48
C 1.60 -0.42 -2.60
H -4.50 -8.74 -1.29
C -6.49 -3.81 -0.66
C -6.25 -7.57 -0.85
C 7.20 6.05 2.82
C -2.74 -1.00 -0.55
C 4.54 4.88 2.82
H -6.89 -8.44 -0.71
C 7.02 4.79 2.23
C 2.39 6.15 4.07
B -0.63 -1.80 -1.67
H 0.43 -2.11 -3.66
C -5.95 -5.17 -0.86
H -0.56 -3.68 -2.52
C 2.75 -1.17 -3.54
F -0.25 1.68 -1.39
C -7.90 -3.64 -0.26
C -4.91 -7.74 -1.18
H 0.36 -2.06 0.72
C 3.65 6.74 4.08
H 8.62 7.62 3.27
C -8.40 -2.36 0.00
O 6.22 7.86 3.95
O -5.76 -2.83 -0.81
H 4.52 -0.13 -0.05
H -11.62 -3.16 0.72
H 3.11 3.33 2.30
C 8.47 6.64 2.83
C 1.64 1.16 -3.16
O -8.94 -7.08 -0.26
C 1.89 3.21 -1.43
C 2.80 -1.50 -0.65
H 3.80 7.70 4.58
H -3.04 -6.76 -1.62
N -1.23 -1.03 -0.51
O -0.82 -3.29 -1.61
H 7.98 3.13 1.25
H -10.74 -5.43 0.28
H -3.23 -1.83 -1.22
C 2.20 4.93 3.43
C 9.38 4.69 1.72
H 2.88 2.66 -1.14
H -10.12 -1.19 0.57
N 3.76 -1.88 -4.00
```

Mulliken population analysis, charges in e, atoms 1 to 2: 0.2797, -0.7373